(1)
This record from the Open Molecules 2025 dataset describes a 7-piece molecular cluster, C16H22Cl12O9 overall. The level of theory is wB97M-V/def2-TZVPD.

Output
- SMILES: C[C@H]1COC(=O)O1.C[C@H]1COC(=O)O1.C[C@H]1COC(=O)O1.ClC(Cl)Cl.ClC(Cl)Cl.ClC(Cl)Cl.ClC(Cl)Cl
- HOMO: -0.389 hartree
- E_tot: -185645.4049 eV
- Net charge: 0

Atoms and positions in Å:
C (-2.48767, 2.35238, -4.17850)
C (-1.99004, 3.70154, -3.96473)
C (-0.85206, 4.25858, -4.87485)
O (-1.40017, 5.35024, -5.59032)
C (-2.68084, 5.50824, -5.22051)
O (-3.48524, 6.34342, -5.71080)
O (-3.09948, 4.61289, -4.30891)
H (-2.77348, 2.28807, -5.23948)
H (-3.38885, 2.20722, -3.57139)
H (-1.73844, 1.61238, -3.89589)
H (-1.73484, 3.80988, -2.88544)
H (-0.41017, 3.56985, -5.60448)
H (-0.02133, 4.62822, -4.27095)
C (-0.61556, -4.24190, 3.95222)
C (0.42016, -4.15519, 2.89330)
C (0.34009, -2.95453, 1.94979)
O (1.68957, -2.60549, 1.71648)
C (2.46282, -3.20542, 2.67083)
O (3.63650, -3.00899, 2.78519)
O (1.76104, -4.05303, 3.42798)
H (-0.61528, -3.33318, 4.53483)
H (-0.58763, -5.12316, 4.59243)
H (-1.61598, -4.27220, 3.50649)
H (0.35598, -5.03516, 2.24445)
H (-0.13449, -2.03444, 2.26594)
H (-0.08828, -3.27795, 0.99895)
C (-2.27199, 1.75534, 2.13098)
C (-1.79650, 0.61439, 2.97587)
C (-1.65772, 0.84098, 4.50063)
O (-2.29252, -0.28381, 5.08071)
C (-3.04593, -0.88008, 4.14876)
O (-3.97428, -1.63399, 4.44013)
O (-2.79799, -0.48176, 2.93131)
H (-2.16115, 1.47825, 1.07421)
H (-1.48606, 2.46965, 2.36482)
H (-3.27860, 2.04074, 2.41455)
H (-0.87869, 0.23269, 2.52104)
H (-2.17123, 1.75758, 4.78846)
H (-0.62309, 0.93455, 4.85715)
C (2.88623, 0.73846, -5.09447)
Cl (3.06983, 1.53561, -6.67006)
Cl (1.47091, 1.41020, -4.32973)
Cl (4.31656, 0.83596, -4.07718)
H (2.66302, -0.31538, -5.28082)
C (0.54266, 0.40925, -1.08137)
Cl (-0.61960, -0.72878, -0.35014)
Cl (2.07987, 0.50605, -0.22781)
Cl (-0.16945, 2.05840, -1.17874)
H (0.72311, 0.13607, -2.11915)
C (2.72294, -4.19301, -1.66029)
Cl (3.81466, -3.69207, -0.35943)
Cl (1.93191, -2.74599, -2.37903)
Cl (1.50297, -5.34998, -1.07360)
H (3.29918, -4.69398, -2.42815)
C (3.50284, 0.31563, 3.11714)
Cl (4.00989, 1.91295, 2.43348)
Cl (1.76446, 0.52615, 3.43138)
Cl (4.32676, -0.02434, 4.54736)
H (3.65068, -0.42802, 2.32940)

Atomic partial charges in e from the Löwdin method, atoms 1 to 2: -0.050, -0.317

=====

(2)
This record from the Open Molecules 2025 dataset describes C24H20ClMoNP as an isolated structure. The level of theory is wB97M-V/def2-TZVPD.

Output
- HOMO (alpha / beta): -0.402 / -0.407 hartree
- E_tot: -50360.0116 eV
- <S²>: 2.435
- Net charge: +1
- Spin multiplicity: 3

Atoms and positions in Å:
C (-0.92058, -1.70157, 4.12875)
C (-0.77972, -1.87230, 2.71682)
C (0.56031, -2.21724, 2.43000)
H (-1.56828, -1.85321, 1.95669)
C (1.28735, -2.30921, 3.67236)
C (0.36913, -1.95651, 4.76014)
H (0.63686, -1.76603, 5.80553)
H (-1.85734, -1.46049, 4.61902)
H (0.92725, -2.43915, 1.40336)
H (2.37593, -2.49480, 3.72287)
Mo (0.65215, -0.08367, 3.76917)
Cl (2.82457, 0.64540, 3.05444)
P (-0.02148, 0.44254, -0.80307)
C (1.24825, -0.71376, -1.16119)
C (0.91059, -1.48812, -2.28581)
H (-0.10748, -1.41094, -2.68512)
C (1.89223, -2.30048, -2.81636)
H (1.63845, -2.85089, -3.70581)
C (3.15019, -2.36476, -2.23235)
H (3.91601, -2.97569, -2.70774)
C (3.44646, -1.63068, -1.08226)
H (4.42918, -1.69409, -0.65285)
C (2.49616, -0.80236, -0.50692)
H (2.67310, -0.23002, 0.41722)
C (-1.68446, -0.10404, -0.95983)
C (-2.03351, -1.47079, -0.85274)
H (-1.30081, -2.20713, -0.47661)
C (-3.30723, -1.81378, -1.25923)
H (-3.56930, -2.85205, -1.28323)
C (-4.21372, -0.84215, -1.67160)
H (-5.18487, -1.13400, -2.06922)
C (-3.87293, 0.50921, -1.64248)
H (-4.55608, 1.26857, -1.96319)
C (-2.61950, 0.91416, -1.23532)
H (-2.30037, 1.96396, -1.13797)
C (0.34965, 2.13566, -0.89965)
C (0.87063, 2.34124, -2.18584)
H (1.07916, 1.45280, -2.80344)
C (1.06382, 3.65019, -2.56605)
H (1.41342, 3.81080, -3.56377)
C (0.79568, 4.69292, -1.68103)
H (0.93262, 5.71706, -2.02894)
C (0.34255, 4.44593, -0.38283)
H (0.15346, 5.26685, 0.28466)
C (0.11637, 3.15187, 0.05409)
H (-0.21939, 2.88387, 1.07378)
N (-1.56717, 2.35866, 3.74047)
C (-0.86729, 1.38816, 3.69310)

Atomic partial charges in e from the Löwdin method, atoms 1 to 2: -0.213, -0.141

=====

(3)
This record from the Open Molecules 2025 dataset describes a 5-piece molecular cluster, C24H57NO14P2 overall. The level of theory is wB97M-V/def2-TZVPD.

Output
- HOMO (alpha / beta): -0.436 / -0.436 hartree
- E_tot: -74539.2026 eV
- <S²>: 0.755
- Net charge: +1
- Spin multiplicity: 2

Atoms and positions in Å:
C (-8.15963, -12.97060, -20.41690)
C (-9.13918, -11.99744, -21.08969)
N (-10.47095, -12.40309, -20.79397)
C (-10.95260, -12.47988, -19.34513)
C (-12.40282, -12.78042, -19.03468)
C (-10.93879, -13.55412, -21.61113)
C (-11.03338, -13.51296, -23.17377)
H (-7.09187, -12.77623, -20.51789)
H (-8.24235, -13.95884, -20.86928)
H (-8.45815, -12.97635, -19.36859)
H (-8.83455, -11.00113, -20.76927)
H (-8.86419, -11.90936, -22.14075)
H (-10.39525, -13.12474, -18.66570)
H (-10.78351, -11.54188, -18.81631)
H (-13.04894, -12.42462, -19.83719)
H (-12.63358, -13.83330, -18.87257)
H (-12.72751, -12.35168, -18.08659)
H (-12.01177, -13.70143, -21.48816)
H (-10.40371, -14.49347, -21.47181)
H (-10.10258, -13.26059, -23.68174)
H (-11.59998, -12.61087, -23.40463)
H (-11.41976, -14.45177, -23.57058)
C (-15.61362, -10.22221, -20.11668)
C (-14.15312, -9.89598, -20.54715)
O (-13.37236, -9.71297, -19.34855)
P (-12.71090, -8.30960, -18.97618)
O (-11.94907, -8.18122, -17.75879)
O (-11.83627, -7.99433, -20.25903)
C (-10.63250, -8.76880, -20.42225)
C (-10.66462, -9.08236, -21.92405)
O (-13.96408, -7.19563, -19.11783)
C (-13.77007, -5.89600, -18.66643)
C (-14.39940, -5.69028, -17.22460)
H (-16.17742, -10.59280, -20.97277)
H (-15.48260, -11.12048, -19.51333)
H (-16.20685, -9.45114, -19.62513)
H (-13.71143, -10.53502, -21.31177)
H (-14.14602, -9.00806, -21.17932)
H (-9.81918, -8.10425, -20.13072)
H (-10.58981, -9.64382, -19.77371)
H (-11.54561, -9.70927, -22.06166)
H (-10.76362, -8.14503, -22.47150)
H (-9.74523, -9.52073, -22.31221)
H (-12.73919, -5.54548, -18.61612)
H (-14.26231, -5.18233, -19.32710)
H (-15.48476, -5.78000, -17.17953)
H (-14.00734, -6.51635, -16.63129)
H (-14.21870, -4.70874, -16.78639)
C (-6.15208, -7.68377, -13.86277)
C (-5.21797, -8.53325, -12.97710)
O (-5.39622, -9.93168, -13.07498)
P (-6.77975, -10.58111, -12.55320)
O (-7.39749, -9.72916, -11.48643)
O (-6.29688, -12.09911, -12.09155)
C (-5.39966, -12.26544, -11.00771)
C (-6.14665, -12.56044, -9.69908)
O (-7.65496, -10.85486, -13.87162)
C (-8.98171, -11.21155, -13.69848)
C (-9.74250, -10.65450, -14.89665)
H (-5.97623, -6.62180, -13.69130)
H (-6.11510, -7.65997, -14.95188)
H (-7.21473, -7.80413, -13.65208)
H (-4.18629, -8.41607, -13.30878)
H (-5.28712, -8.05316, -12.00097)
H (-4.67149, -13.00221, -11.34689)
H (-4.84922, -11.35216, -10.78177)
H (-6.55688, -13.56133, -9.56475)
H (-5.43605, -12.58072, -8.87280)
H (-6.93263, -11.87332, -9.38571)
H (-8.88765, -12.28455, -13.53143)
H (-9.46994, -10.85975, -12.78965)
H (-9.39998, -9.62270, -14.97515)
H (-9.56947, -11.20852, -15.81927)
H (-10.80027, -10.63489, -14.63427)
C (-18.99507, -9.44112, -18.64293)
O (-18.70289, -8.08898, -18.89008)
C (-18.68086, -7.27620, -17.86103)
O (-18.79418, -7.60916, -16.76170)
O (-18.42530, -6.06873, -18.32744)
C (-18.15669, -5.01542, -17.41695)
H (-19.27734, -9.90664, -19.58724)
H (-19.81013, -9.61588, -17.94064)
H (-18.06103, -9.89782, -18.31565)
H (-17.17132, -4.59329, -17.61435)
H (-18.04841, -5.37021, -16.39201)
H (-18.92122, -4.24192, -17.48955)
C (-16.50140, -9.74057, -15.80662)
O (-15.91621, -11.06614, -15.92551)
C (-15.14183, -11.59518, -14.99005)
O (-14.83898, -11.09723, -13.86363)
O (-14.64345, -12.77142, -15.54217)
C (-13.58826, -13.45435, -14.95783)
H (-16.64850, -9.33515, -16.80767)
H (-15.76558, -9.07315, -15.35805)
H (-17.42664, -9.78154, -15.23185)
H (-12.89124, -13.98408, -15.60717)
H (-13.97278, -14.19056, -14.25196)
H (-12.86359, -12.77290, -14.51221)

Atomic partial charges in e from the Löwdin method, atoms 1 to 2: -0.020, -0.211

=====

(4)
This record from the Open Molecules 2025 dataset describes a 2-piece molecular cluster, CH6NS overall. The level of theory is wB97M-V/def2-TZVPD.

Output
- HOMO: -0.100 hartree
- E_tot: -13460.2758 eV
- Net charge: -1
- ΔE to the lowest compared entry with this formula, charge and spin: 5.3 kcal per mole

Atoms and positions in Å:
S (-2.23767, 1.22745, -0.35054)
H (-2.84908, 0.64714, 0.63629)
C (1.06345, -0.04333, 0.33029)
N (0.34365, -1.05692, -0.47755)
H (1.07544, -0.25730, 1.39788)
H (2.15972, 0.12985, 0.06013)
H (0.55216, 0.95804, 0.37017)
H (0.55802, -0.85001, -1.47460)
H (-0.66569, -0.75492, -0.49208)

Atomic partial charges in e from the Löwdin method, atoms 1 to 2: -0.206, -0.502

=====

(5)
This record from the Open Molecules 2025 dataset describes one molecule with the formula C2H7ClSi2. The level of theory is wB97M-V/def2-TZVPD.

Output
- HOMO: -0.361 hartree
- E_tot: -30465.4064 eV
- Net charge: 0
- ΔE to the lowest compared entry with this formula, charge and spin: 6.8 kcal per mole

Atoms and positions in Å:
C (-0.26865, 1.28903, 0.01256)
C (-0.42440, -1.37092, -0.02436)
Si (0.90986, 0.00498, 0.64754)
Si (-1.56850, 0.01911, -0.59870)
Cl (-3.25399, -0.00066, 0.40669)
H (-0.53625, 2.22223, 0.72312)
H (0.17664, 1.87087, -0.94202)
H (-0.09960, -2.16180, -0.62554)
H (-0.56868, -1.83234, 0.90118)
H (2.25818, 0.10975, 0.24672)
H (0.98902, -0.16596, 2.06462)
H (-1.58409, 0.21483, -2.06296)

Atomic partial charges in e from the Löwdin method, atoms 1 to 2: -0.498, -0.382

=====

(6)
This record from the Open Molecules 2025 dataset describes a 8-piece molecular cluster, H16O8 overall. The level of theory is wB97M-V/def2-TZVPD.

Output
- SMILES: O.O.O.O.O.O.O.O
- HOMO: -0.391 hartree
- E_tot: -16639.4941 eV
- Net charge: 0
- ΔE to the lowest compared entry with this formula, charge and spin: 58.0 kcal per mole

Atoms and positions in Å:
O (0.91129, 0.00354, -3.49729)
H (1.44929, 0.53254, -4.06429)
H (0.37829, 0.54754, -2.92329)
O (-0.07871, 1.35454, 2.80071)
H (-0.95971, 0.99854, 2.59271)
H (0.59129, 1.16354, 2.15671)
O (-0.24371, 1.59754, -1.53929)
H (0.00429, 0.83854, -0.98929)
H (-1.22871, 1.64854, -1.45229)
O (-1.88371, -0.24346, 1.57271)
H (-2.30071, -0.00046, 0.75271)
H (-2.55671, -0.33746, 2.27171)
O (2.22229, 1.70454, 1.37871)
H (2.38929, 2.63654, 1.18271)
H (2.67529, 1.40254, 2.15371)
O (-0.72171, -1.83846, -2.62129)
H (-0.18071, -1.24646, -3.08829)
H (-0.94471, -2.44046, -3.27729)
O (0.59829, -0.32146, 0.13571)
H (1.13029, -0.56246, -0.58729)
H (1.28029, 0.12254, 0.63771)
O (-1.03171, -2.85646, 2.04071)
H (-0.45771, -2.67346, 2.75271)
H (-1.04171, -2.03046, 1.61071)

Atomic partial charges in e from the Löwdin method, atoms 1 to 2: -0.040, 0.050

=====

(7)
This record from the Open Molecules 2025 dataset describes a 5-piece molecular cluster, C6H23NO4 overall. The level of theory is wB97M-V/def2-TZVPD.

Output
- SMILES: CCNCC(C)C.O.O.O.O
- HOMO: -0.344 hartree
- E_tot: -16275.5210 eV
- Net charge: 0
- ΔE to the lowest compared entry with this formula, charge and spin: 14.0 kcal per mole

Atoms and positions in Å:
C (0.50817, -0.23392, 2.12955)
N (0.05086, 0.60131, 1.00068)
C (0.56637, 0.16261, -0.30614)
C (-0.31542, 0.72235, -1.43517)
C (-1.49762, -0.22246, -1.68692)
C (0.50452, 0.89844, -2.70158)
C (-0.36862, -1.47737, 2.26552)
H (0.47213, 0.34184, 3.01884)
H (1.59105, -0.48495, 2.10536)
H (0.22756, 1.55964, 1.21295)
H (1.59644, 0.54032, -0.45886)
H (0.61428, -0.93058, -0.36068)
H (-0.73493, 1.68583, -1.09007)
H (-2.21620, 0.21303, -2.39266)
H (-1.16491, -1.16282, -2.15755)
H (-2.02870, -0.44940, -0.75782)
H (-0.10923, 1.22696, -3.54236)
H (1.02708, -0.05032, -3.00419)
H (1.31757, 1.61850, -2.63086)
H (-0.22853, -2.13573, 1.38810)
H (-1.42325, -1.23792, 2.29740)
H (-0.14580, -2.03523, 3.15975)
H (-1.92360, 0.94397, 1.13952)
H (-2.92197, 1.46517, 0.12404)
O (-2.68593, 1.54792, 1.03857)
H (0.72626, -3.88596, -0.16830)
H (0.16580, -3.01985, -1.29529)
O (0.96967, -3.38868, -0.92856)
H (-1.58043, 2.92935, 1.25310)
H (-1.16565, 4.37268, 0.91450)
O (-0.81978, 3.53232, 1.23214)
H (2.80180, -1.09198, -0.21084)
H (2.56450, -2.45708, -0.82896)
O (3.25643, -1.83857, -0.63169)

Atomic partial charges in e from the Löwdin method, atoms 1 to 2: -0.254, -0.074